DFT (ωB97M-V with the def2-TZVPD basis set) results for a cluster of 16 separate species, C82H192N15O21 in total at a distorted geometry.

Computed properties:
* total charge: +5
* Kohn-Sham gap: 5.14 eV
* total energy: -5638.24999 hartree
* highest occupied orbital energy: -11.93 eV

```
310
C82H192N15O21, DFT ωB97M-V with the def2-TZVPD basis set
C 7.2903 6.8901 -1.4146
O 6.1189 6.6941 -0.6524
C 6.2357 5.7731 0.4020
C 5.5698 6.2607 1.6685
N 4.2600 6.8496 1.4666
H 4.2943 7.4002 0.6474
H 3.5866 5.9682 1.4389
C 3.7965 7.6965 2.5440
C 2.3469 8.0497 2.5488
O 2.1713 8.7241 1.3743
C 0.8467 9.2117 1.2690
H 7.6796 6.0111 -1.9439
H 8.1124 7.4109 -0.8881
H 6.9936 7.6507 -2.0958
H 7.2721 5.5381 0.6389
H 5.6701 4.8771 0.1812
H 6.1687 6.9644 2.1961
H 5.4779 5.4660 2.3800
H 4.3453 8.6370 2.4931
H 4.0593 7.1890 3.4646
H 2.1949 8.6662 3.4592
H 1.6885 7.1282 2.6242
H 0.0548 8.4568 1.1471
H 0.7628 9.8995 0.3807
H 0.5963 9.8269 2.1999
C 5.4013 -16.0454 -7.7269
O 6.4026 -15.4644 -8.1076
C 7.4629 -15.8404 -9.0560
C 7.7056 -14.6501 -10.0537
N 8.0343 -13.3374 -9.3675
H 7.4097 -13.1073 -8.5640
H 8.9851 -13.2886 -8.9686
C 7.7736 -12.0751 -10.2728
C 7.5008 -10.8108 -9.4205
O 8.6624 -10.1291 -9.2079
C 8.6582 -8.7174 -8.5364
H 6.6656 -17.9451 -5.3501
H 5.1116 -17.0024 -8.2667
H 4.9189 -15.4502 -6.9883
H 6.9480 -16.6853 -9.6314
H 8.4118 -16.2520 -8.4316
H 6.8344 -14.5270 -10.6735
H 8.5867 -14.9709 -10.5942
H 6.8580 -12.3154 -10.8148
H 8.6496 -11.9321 -10.9145
H 6.8079 -11.0178 -8.5763
H 6.8098 -10.2054 -10.0847
H 8.0890 -8.7668 -7.5451
H 8.8886 -8.2223 -9.4389
H 9.7072 -8.7272 -8.3469
C 1.3193 2.8307 5.1417
C 0.1945 1.8489 5.2290
N -0.8095 2.0385 6.2681
C -1.4640 3.3575 5.9786
C -1.8865 0.9988 6.1365
C -3.1468 1.1990 7.0024
C -0.0967 2.0895 7.6494
C 0.7390 0.8634 7.9224
O -0.0514 -0.3057 7.9949
C 0.5579 -1.3392 8.7885
H 1.8247 2.6886 4.1982
H 2.0610 2.7461 5.9317
H 1.0368 3.8640 5.1622
H 0.6794 0.8769 5.3806
H -0.2364 1.7640 4.2590
H -0.6977 4.1694 5.9638
H -2.1507 3.5854 6.7773
H -1.9890 3.3361 5.0365
H -1.3855 0.0617 6.2001
H -2.2191 1.0212 5.0889
H -2.8732 1.8095 7.8935
H -3.7152 0.3514 7.2885
H -3.9034 1.8793 6.4413
H -0.9205 2.1977 8.3735
H 0.5875 2.9401 7.6570
H 1.3203 1.0180 8.8006
H 1.5612 0.7779 7.2153
H 1.4958 -1.4833 8.3728
H -0.1440 -2.1532 8.6960
H 0.5447 -1.0254 9.8408
C -5.8408 6.1272 -5.0248
C -5.1575 7.2624 -5.7373
N -3.7096 7.4702 -5.2205
C -3.5710 7.6352 -3.7204
C -2.7780 6.2640 -5.5785
C -2.8721 5.7891 -6.9873
C -3.3312 8.8105 -5.8044
C -1.8143 9.2249 -5.7626
O -1.2690 9.5625 -4.5090
C 0.1189 9.7131 -4.4684
H -5.8219 6.3585 -3.9156
H -5.4104 5.1906 -5.1955
H -6.8388 6.1485 -5.3897
H -5.6268 8.2452 -5.6027
H -5.0945 7.1362 -6.8240
H -4.1661 8.5329 -3.4463
H -2.5560 7.7392 -3.3845
H -3.9588 6.8011 -3.1518
H -3.0049 5.4702 -4.8894
H -1.8086 6.6160 -5.2339
H -2.1720 4.8804 -7.1262
H -2.5351 6.5362 -7.6720
H -3.8569 5.3645 -7.1193
H -3.8784 9.6587 -5.3308
H -3.5592 8.6829 -6.9013
H -1.8301 10.1044 -6.4488
H -1.1847 8.5133 -6.2703
H 0.4052 9.9833 -3.4345
H 0.5077 10.3117 -5.2557
H 0.5441 8.7127 -4.5731
C -0.5001 0.7627 -2.9305
C -1.7255 0.0293 -2.3411
C -2.2433 0.7374 -1.0449
C -2.7297 2.1715 -1.2342
N -2.8224 3.0091 0.1088
C -3.5154 4.3661 -0.1367
C -2.7826 5.4062 0.7398
C -1.7369 4.5443 1.5145
C -1.4517 3.2991 0.7356
C -3.6833 2.1849 1.0190
H -0.5498 0.5191 -4.0395
H 0.4826 0.3037 -2.5666
H -0.4490 1.8461 -2.8034
H -1.4432 -0.9897 -2.0318
H -2.5134 -0.0490 -3.0760
H -1.4104 0.7089 -0.3167
H -2.9860 0.1320 -0.5158
H -3.8074 2.1738 -1.4364
H -2.1040 2.7345 -1.9295
H -4.5413 4.1721 0.0964
H -3.4954 4.4804 -1.2062
H -3.5414 5.9165 1.3244
H -2.3033 6.1511 0.0957
H -2.2396 4.2477 2.4654
H -0.8169 5.1880 1.5767
H -1.0063 2.4645 1.2909
H -0.8220 3.5164 -0.0746
H -4.5975 1.9266 0.5069
H -3.8381 2.7709 1.9348
H -3.1377 1.2737 1.2421
C -3.5436 -4.1342 3.5663
C -3.1434 -5.5953 3.1945
C -3.3303 -5.8867 1.5779
C -2.3206 -5.1053 0.8467
N -2.1472 -5.3749 -0.6508
C -1.6641 -6.8014 -0.9704
C -1.1563 -6.6967 -2.4359
C -0.5965 -5.2651 -2.5426
C -0.9369 -4.5714 -1.2315
C -3.4116 -4.9458 -1.4831
H -3.2875 -4.1635 4.6517
H -4.6188 -4.0511 3.4538
H -3.0664 -3.3512 3.0035
H -3.8335 -6.2715 3.7559
H -2.1363 -5.8967 3.5261
H -4.4105 -5.7685 1.2450
H -3.0669 -6.9412 1.4522
H -1.3094 -5.4016 1.3037
H -2.3896 -3.9946 1.0063
H -2.5065 -7.5048 -0.7864
H -0.8322 -6.9766 -0.2905
H -1.9676 -6.7794 -3.0829
H -0.3908 -7.3769 -2.7360
H -0.9767 -4.7240 -3.3905
H 0.5163 -5.3046 -2.7199
H -1.2979 -3.5462 -1.2996
H -0.1812 -4.8909 -0.4705
H -3.4607 -3.8610 -1.3641
H -4.3509 -5.3097 -1.0219
H -3.3274 -5.3482 -2.5162
C 3.5983 8.8144 -2.1757
C 2.8394 7.5091 -2.1564
C 3.5251 6.4778 -3.1210
C 2.9532 5.0433 -2.8974
N 3.6685 3.8999 -3.5951
C 3.8559 3.9140 -5.0953
C 3.6184 2.5033 -5.5698
C 2.4204 2.1314 -4.7054
C 2.9219 2.5874 -3.3418
C 5.0145 3.8273 -2.9758
H 4.6217 8.6144 -1.9283
H 3.1825 9.5842 -1.5252
H 3.5684 9.2439 -3.1684
H 1.8292 7.6066 -2.5156
H 2.7866 6.9672 -1.2197
H 4.5980 6.3975 -2.8726
H 3.4866 6.7607 -4.1376
H 1.9126 4.9766 -3.3042
H 2.9990 4.8015 -1.8449
H 4.8170 4.3141 -5.4264
H 3.0680 4.6224 -5.4104
H 4.5058 1.9418 -5.3266
H 3.4220 2.3452 -6.6172
H 2.2074 1.0832 -4.8355
H 1.6172 2.7572 -5.1081
H 3.7188 1.8894 -2.9782
H 2.1697 2.7291 -2.5650
H 5.5892 3.0227 -3.4990
H 4.8977 3.6811 -1.8883
H 5.6183 4.7049 -3.1979
C -7.4883 6.1869 -0.7351
C -8.4977 5.2797 -0.1263
C -9.0945 5.6940 1.2397
C -8.2017 5.3958 2.4411
N -8.7127 5.6328 3.8026
C -9.2584 7.0012 3.9492
C -8.0170 7.9242 4.1631
C -6.9859 6.9748 4.8142
C -7.5516 5.5106 4.8130
C -9.7151 4.5524 4.1097
H -6.7407 6.5065 -0.0149
H -7.8584 7.1659 -1.0412
H -6.9895 5.6776 -1.5441
H -8.0002 4.3174 -0.1505
H -9.3384 5.1835 -0.8330
H -10.0543 5.2157 1.4285
H -9.2555 6.8024 1.0961
H -7.3382 6.0277 2.2846
H -7.8379 4.3492 2.3850
H -9.8770 6.9472 4.8963
H -9.9063 7.2571 3.0849
H -8.2805 8.7554 4.8339
H -7.5757 8.4418 3.2924
H -6.6873 7.3252 5.8044
H -6.0646 6.9539 4.2135
H -7.8955 5.3354 5.7672
H -6.8792 4.7356 4.5430
H -10.1168 4.8167 5.1185
H -9.1988 3.5888 4.1607
H -10.4373 4.4952 3.3189
C -1.6496 -9.2587 4.1038
C -0.3764 -8.9528 4.8771
C 0.8067 -9.8738 4.5153
C 0.9503 -10.2195 3.0291
N 2.3254 -10.7244 2.5446
C 3.3994 -9.6159 2.6394
C 4.3611 -9.8442 1.4127
C 3.7236 -10.9305 0.5911
C 2.2754 -11.0138 1.0520
C 2.7850 -11.9376 3.2436
H -2.0402 -10.2871 4.1866
H -1.6063 -9.0022 3.0248
H -2.5124 -8.6312 4.4896
H -0.4631 -8.9496 5.9400
H -0.0837 -7.9830 4.5868
H 0.8709 -10.7314 5.1569
H 1.7290 -9.4283 4.7912
H 0.8191 -9.3510 2.3460
H 0.1785 -11.0124 2.8653
H 4.0197 -9.6591 3.5855
H 2.8980 -8.6150 2.5103
H 5.4308 -10.1117 1.7079
H 4.4719 -8.8793 0.8668
H 4.1265 -11.9203 0.8442
H 3.9103 -10.8522 -0.5186
H 1.8982 -12.0013 0.8102
H 1.5918 -10.2635 0.6356
H 2.1959 -12.7676 3.0621
H 2.8251 -11.7490 4.3217
H 3.8175 -12.1264 2.9320
C 1.3571 -4.4235 5.8232
C 0.1406 -4.0862 4.9734
C 0.3672 -3.7929 3.4665
C 0.9312 -2.3467 3.2500
N 1.7340 -2.1712 1.9680
C 2.9982 -3.0403 2.0037
C 4.1587 -2.2120 1.4851
C 3.5956 -0.8190 1.1022
C 2.3131 -0.7594 1.9248
C 1.0071 -2.3113 0.7371
H 1.1851 -4.4166 6.8828
H 2.1480 -3.6024 5.7607
H 1.8757 -5.2847 5.4557
H -0.3417 -3.1885 5.3483
H -0.5820 -4.9409 5.0214
H -0.5897 -3.7632 2.8824
H 0.9244 -4.5799 3.0677
H 1.7015 -2.1400 4.0499
H 0.1287 -1.6237 3.2472
H 2.8694 -4.0078 1.4124
H 3.1611 -3.2880 3.0685
H 4.6391 -2.7168 0.6568
H 4.9162 -2.0911 2.2709
H 3.4348 -0.7573 0.0237
H 4.2998 0.0156 1.2220
H 1.4844 -0.1136 1.4350
H 2.4485 -0.4742 2.9004
H 1.7275 -2.1610 -0.0581
H 0.1105 -1.5678 0.7698
H 0.5799 -3.3212 0.6399
N 1.6571 -6.7427 1.0016
O 1.3902 -5.6324 0.5194
O 0.8786 -7.6813 0.9120
O 2.6947 -6.8662 1.6946
N -1.8517 -0.6074 2.5037
O -0.8475 0.1404 2.5057
O -2.7451 -0.5433 3.3404
O -1.8840 -1.5377 1.6853
N 2.5987 4.0897 0.6072
O 3.8206 3.8769 0.7109
O 2.1017 5.1486 1.1315
O 1.8775 3.3423 -0.1768
N -0.8846 4.8711 -3.1415
O -0.2484 5.0317 -2.0863
O -0.3014 4.5497 -4.1674
O -2.1092 4.9778 -3.1205
N -5.0922 3.1884 3.8134
O -5.7493 3.3738 2.7541
O -5.6101 2.6163 4.7756
O -3.8576 3.5154 3.8199
```

Mulliken population analysis, charges in e, atoms 1 to 6: -1.051, -0.154, -0.235, -0.877, 1.402, 0.035